Here is a structure of composition C36H50BN6PPdSe2 from the OMol25 dataset. Energies are from the ωB97M-V functional and the def2-TZVPD basis.

Geometry as XYZ:
```
97
Properties=species:S:1:pos:R:3:lowdin_charge:R:1
Pd 0.715 0.089 -0.365 0.100
C -4.507 2.997 0.640 -0.049
C -3.381 2.469 -0.189 -0.290
C -3.224 2.547 -1.554 -0.001
C -2.017 1.868 -1.815 -0.265
N -1.479 1.429 -0.686 0.129
N -2.328 1.790 0.308 0.022
B -2.085 1.480 1.802 -0.521
N -1.843 -0.033 1.982 0.017
N -2.580 -0.859 1.206 0.142
C -2.325 -2.089 1.616 -0.290
C -1.455 -2.069 2.722 -0.033
C -1.151 -0.735 2.907 -0.316
C -0.176 -0.150 3.875 -0.034
C -2.922 -3.277 0.899 -0.554
C -3.213 -2.907 -0.557 -0.061
C -1.928 -4.442 0.934 -0.056
C -4.227 -3.700 1.586 -0.064
N -0.916 2.329 2.343 0.012
N 0.271 2.330 1.701 0.147
C 1.078 3.118 2.391 -0.273
C 0.399 3.658 3.505 0.007
C -0.876 3.133 3.426 -0.310
C -2.024 3.321 4.364 -0.045
C 2.505 3.317 1.937 -0.553
C 3.254 1.983 2.036 -0.068
C 3.195 4.359 2.818 -0.080
C 2.505 3.793 0.481 -0.069
C -1.387 1.688 -3.176 -0.549
C -0.216 0.724 -3.111 -0.084
C -0.894 3.053 -3.675 -0.050
C -2.436 1.141 -4.152 -0.058
H -5.237 3.472 -0.017 0.066
H -4.164 3.737 1.366 0.069
H -5.001 2.200 1.196 0.073
H -3.897 3.014 -2.255 0.093
H -3.082 1.802 2.406 0.104
H -1.004 -2.899 3.243 0.095
H 0.247 -0.958 4.473 0.075
H -0.631 0.577 4.549 0.065
H 0.640 0.342 3.343 0.055
H -2.299 -2.589 -1.061 0.065
H -3.912 -2.072 -0.611 0.075
H -3.635 -3.768 -1.087 0.075
H -0.963 -4.137 0.523 0.070
H -2.312 -5.287 0.353 0.075
H -1.758 -4.785 1.957 0.073
H -4.951 -2.884 1.553 0.079
H -4.045 -3.950 2.634 0.075
H -4.663 -4.575 1.091 0.070
H 0.768 4.339 4.255 0.089
H -1.805 4.146 5.044 0.068
H -2.200 2.423 4.964 0.072
H -2.951 3.537 3.835 0.058
H 3.274 1.631 3.072 0.082
H 4.283 2.095 1.681 0.077
H 2.769 1.220 1.425 0.014
H 3.221 4.036 3.863 0.074
H 2.681 5.323 2.770 0.075
H 4.225 4.503 2.482 0.075
H 2.024 3.051 -0.156 0.037
H 3.531 3.924 0.124 0.076
H 1.971 4.743 0.386 0.079
H 0.557 1.103 -2.436 0.022
H 0.250 0.603 -4.094 0.090
H -0.538 -0.259 -2.760 0.073
H -0.136 3.449 -2.997 0.088
H -1.714 3.773 -3.730 0.072
H -0.448 2.955 -4.670 0.076
H -2.804 0.172 -3.809 0.086
H -1.993 1.010 -5.143 0.076
H -3.290 1.817 -4.244 0.066
Se 3.486 0.644 -1.620 0.165
P 2.560 -1.225 -0.956 0.013
Se 1.686 -1.732 1.020 0.280
C 1.633 -2.026 -2.341 -0.422
C 2.057 -1.865 -3.656 -0.125
C 1.334 -2.420 -4.704 -0.109
C 0.178 -3.145 -4.448 -0.117
C -0.250 -3.312 -3.136 -0.101
C 0.473 -2.756 -2.090 -0.139
C 4.029 -2.397 -0.946 -0.409
C 5.227 -1.974 -0.370 -0.142
C 6.307 -2.833 -0.255 -0.111
C 6.218 -4.140 -0.724 -0.132
C 5.031 -4.573 -1.296 -0.114
C 3.945 -3.710 -1.398 -0.097
H 2.945 -1.273 -3.848 0.072
H 1.668 -2.274 -5.725 0.089
H -0.396 -3.566 -5.267 0.085
H -1.161 -3.861 -2.925 0.089
H 0.136 -2.850 -1.063 0.034
H 5.299 -0.949 -0.025 0.060
H 7.228 -2.482 0.197 0.088
H 7.065 -4.812 -0.642 0.081
H 4.944 -5.590 -1.664 0.087
H 3.022 -4.071 -1.835 0.098
```

**Total charge**: -2
**HOMO-LUMO gap**: 0.19372 Ha
**ΔE to the lowest compared entry with this formula, charge and spin**: 0.0 kcal/mol
**HOMO**: -0.815 eV
**F_max**: 0.00378 Eh/bohr



Here is a structure of composition C36H50Cl8N8 at a distorted geometry from the OMol25 dataset. Energies are from the ωB97M-V functional and the def2-TZVPD basis.

Geometry as XYZ:
```
102
Properties=species:S:1:pos:R:3:lowdin_charge:R:1
C 1.883 3.409 3.073 -0.101
C 1.113 4.145 1.942 -0.209
N 0.765 3.228 0.868 -0.201
C 1.997 3.035 0.027 -0.110
C 2.002 1.834 -0.980 -0.153
C -0.407 3.742 0.088 -0.223
C -0.302 5.136 -0.493 -0.074
H 1.770 3.932 4.023 0.095
H 2.944 3.529 2.853 0.077
H 1.776 2.348 3.299 0.045
H 0.239 4.504 2.485 0.112
H 1.608 4.999 1.481 0.123
H 2.292 3.927 -0.526 0.110
H 2.791 2.827 0.744 0.113
H 2.885 1.636 -1.587 0.078
H 1.555 0.937 -0.551 -0.015
H 1.232 2.044 -1.722 -0.045
H -1.369 3.701 0.598 0.053
H -0.584 3.137 -0.801 0.076
H 0.429 5.245 -1.294 0.069
H -0.137 5.952 0.211 0.071
H -1.246 5.320 -1.006 0.079
C 2.182 -1.734 -3.876 -1.736
Cl 3.545 -2.925 -3.722 0.589
Cl 2.352 -0.438 -2.687 0.775
Cl 2.349 -0.967 -5.488 0.532
Cl 0.688 -2.603 -3.871 0.766
C -0.004 1.321 -4.148 -1.692
Cl -0.134 2.133 -5.693 0.616
Cl 0.070 -0.452 -4.309 0.635
Cl 1.495 1.736 -3.430 0.721
Cl -1.228 1.915 -2.974 0.804
N 0.106 1.634 1.933 0.020
C -0.288 0.333 1.933 -0.244
C -0.971 0.095 3.167 -0.072
C -0.799 1.232 4.007 -0.018
C -0.211 2.228 3.155 -0.139
H 0.582 1.955 1.103 0.031
H -0.101 -0.271 1.058 0.063
H -1.379 -0.858 3.468 0.095
H -1.217 1.435 4.982 0.100
H 0.027 3.262 3.356 0.073
N -1.348 -2.805 2.385 0.088
C -2.625 -2.507 1.988 -0.111
C -2.734 -2.395 0.643 -0.151
C -1.537 -2.895 0.099 -0.087
C -0.646 -2.991 1.178 -0.083
H -1.048 -2.963 3.336 0.158
H -3.343 -2.234 2.748 0.135
H -3.598 -1.948 0.174 0.143
H -1.323 -3.016 -0.953 0.131
H 0.368 -3.363 1.199 0.055
N -1.948 0.976 1.327 0.067
C -2.244 2.273 1.086 -0.137
C -3.264 2.302 0.099 -0.063
C -3.679 0.936 -0.158 -0.096
C -2.800 0.127 0.531 -0.113
H -1.252 0.660 1.987 -0.163
H -1.865 3.094 1.676 0.106
H -3.716 3.218 -0.251 0.084
H -4.418 0.528 -0.833 0.095
H -2.655 -0.931 0.687 0.014
N -1.415 -2.018 -3.233 -0.254
C -2.475 -1.176 -3.012 -0.163
C -3.687 -1.825 -3.334 -0.054
C -3.299 -3.093 -3.843 -0.094
C -1.937 -3.201 -3.647 -0.206
H -0.482 -1.784 -2.926 -0.055
H -2.347 -0.221 -2.525 0.026
H -4.686 -1.435 -3.207 0.090
H -3.962 -3.823 -4.283 0.091
H -1.365 -4.116 -3.676 0.094
N 1.274 -5.114 -0.586 0.030
C 1.563 -4.449 0.548 -0.131
C 1.724 -3.119 0.184 -0.187
C 1.598 -2.959 -1.243 -0.130
C 1.355 -4.263 -1.670 -0.166
H 0.911 -6.056 -0.630 0.156
H 1.503 -4.921 1.518 0.135
H 1.784 -2.268 0.847 0.014
H 1.643 -2.036 -1.803 -0.019
H 1.172 -4.879 -2.538 0.097
N 3.525 -1.400 2.940 0.035
C 2.936 -1.186 1.744 -0.107
C 1.930 -0.240 1.947 -0.097
C 1.935 0.098 3.299 -0.090
C 2.931 -0.585 3.884 -0.094
H 4.289 -2.046 3.080 0.151
H 3.230 -1.825 0.925 0.121
H 1.219 0.054 1.190 0.055
H 1.184 0.705 3.784 0.075
H 3.207 -0.516 4.926 0.111
N -0.772 -1.040 -0.257 -0.011
C -1.067 -0.028 -1.167 -0.146
C 0.141 0.352 -1.783 -0.399
C 1.152 -0.193 -0.977 -0.416
C 0.575 -1.049 0.030 -0.209
H -1.395 -1.623 0.282 -0.029
H -2.096 0.219 -1.380 0.037
H 0.329 1.039 -2.595 -0.206
H 2.180 -0.028 -1.265 -0.051
H 1.066 -1.614 0.809 0.041
```

**HOMO-LUMO gap**: 0.23053 Ha
**ΔE to the lowest compared entry with this formula, charge and spin**: 1074.6 kcal/mol
**HOMO**: -6.017 eV
**F_max**: 0.26190 Eh/bohr